Below is C6H15N in the gas phase in a non-equilibrium geometry, with properties calculated with ωB97M-V with the def2-TZVPD basis set.

SMILES	CCN(CC)CC
E_LUMO	1.168	eV
E_tot	-7952.8619	eV
gap between HOMO and LUMO	9.1	eV
maximum force	0.1012	Eh/bohr
net charge	0
HOMO energy	-7.98	eV

Cartesian coordinates (Å):
C: -1.701 -0.617 1.610
C: -0.730 0.533 1.224
N: 0.140 0.382 0.052
C: 0.152 1.438 -1.005
C: -0.592 0.569 -2.264
C: 1.528 -0.256 0.157
C: 1.283 -1.777 0.238
H: -1.460 -1.538 1.321
H: -1.859 -0.819 2.700
H: -2.628 -0.424 1.103
H: -0.182 0.761 2.166
H: -1.325 1.380 1.072
H: -0.343 2.393 -0.667
H: 1.200 1.632 -1.382
H: -1.602 0.495 -1.944
H: -0.542 1.065 -3.254
H: -0.071 -0.306 -2.198
H: 2.125 -0.225 -0.818
H: 2.202 0.053 1.024
H: 0.463 -2.009 0.868
H: 1.087 -2.180 -0.784
H: 2.318 -2.288 0.664

Population analysis type Mulliken, resulting atomic charges in e: C -1.233; C -0.718; N 0.377; C -0.741; C -0.886; C -0.576; C -0.950; H 0.448; H 0.312; H 0.322; H 0.274; H 0.427; H 0.373; H 0.326; H 0.259; H 0.352; H 0.236; H 0.255; H 0.371; H 0.242; H 0.240; H 0.286